1.
Here is a cluster of 2 separate species, C9H15F2N4 in total in a non-equilibrium geometry from OMol25. Energies are from ωB97M-V/def2-TZVPD.

## Properties
total charge: +1
total energy: -20964.7517 eV
HOMO-LUMO gap: 9.0867 eV
LUMO energy: -4.52 eV
HOMO energy: -0.50008 hartree
2S+1: 1

Atoms and positions in Å:
C 3.9620 1.1938 -0.7019
C 3.4510 -1.0328 -0.1996
C -3.4804 -0.4208 0.2044
C -2.7701 0.2663 1.3669
C -2.5089 -1.3090 -0.5683
C -1.5822 1.0851 0.8637
C -1.3182 -0.4942 -1.0722
C -0.6120 0.1754 0.1112
C 1.7911 0.6258 -0.2801
N 2.7484 1.5213 -0.6828
N 4.3875 -0.1155 -0.3885
N 2.1741 -0.7626 -0.2878
N 0.5249 0.9614 -0.3601
F 3.8232 -2.2601 0.0148
F 2.2912 0.6723 1.6398
H 4.7257 1.9124 -0.9577
H -4.3033 -1.0273 0.5845
H -3.9008 0.3313 -0.4656
H -3.4625 0.9241 1.8906
H -2.4220 -0.4847 2.0802
H -2.1571 -2.1130 0.0816
H -3.0187 -1.7641 -1.4168
H -1.9419 1.8658 0.1904
H -1.0692 1.5562 1.7026
H -0.6221 -1.1347 -1.6209
H -1.6703 0.2748 -1.7604
H -0.2446 -0.5863 0.8090
H 5.3676 -0.3505 -0.2465
H 1.4731 -1.4672 -0.0613
H 0.3644 1.9570 -0.4691


2.
Here is an isolated molecule of C9H15FN2O2S in a non-equilibrium geometry from OMol25. Energies are from ωB97M-V/def2-TZVPD.

## Properties
total charge: 0
total energy: -30200.2192 eV
HOMO-LUMO gap: 9.6455 eV
LUMO energy: 0.53 eV
HOMO energy: -0.33494 hartree
2S+1: 1

Atoms and positions in Å:
C 1.4845 1.4739 -0.7581
C -0.5865 2.4689 0.2327
C 1.4312 0.4389 -0.0226
C 0.4229 2.4972 -0.8278
C -0.4836 0.1675 0.7946
C -0.6088 -2.1707 -0.2017
C -1.4146 -0.3542 -1.5557
C -2.6894 -0.9507 0.4759
C -1.2932 -0.7906 -0.1610
N -1.0089 1.4457 0.8618
N 2.6648 -0.5601 1.9703
O 2.8162 -1.9059 -0.1476
O 4.0115 0.3535 0.1401
F -0.2100 -0.2867 2.0584
S 2.8727 -0.5273 0.3543
H 2.4088 1.8221 -1.0932
H -1.2580 3.2923 0.3828
H 0.8930 3.5178 -0.7205
H -0.1551 2.5976 -1.8086
H -0.9694 -2.8451 -0.9821
H -0.7168 -2.5520 0.7349
H 0.4527 -1.9395 -0.3642
H -1.5990 -1.2121 -2.1822
H -2.3171 0.2887 -1.8877
H -0.6511 0.2397 -2.0875
H -3.3556 -1.6501 -0.1151
H -3.1823 0.0495 0.4972
H -2.5639 -1.4435 1.3773
H 2.2188 -1.3604 2.4994
H 3.3862 -0.1043 2.5357


3.
Here is a structure of composition C9H15FNO5P2V in a non-equilibrium geometry from OMol25. Energies are from ωB97M-V/def2-TZVPD.

## Properties
total charge: 0
total energy: -68277.3853 eV
HOMO-LUMO gap: 2.3997 eV
LUMO energy: -5.25 eV
HOMO energy: -0.28102 hartree
2S+1: 1

Atoms and positions in Å:
O 3.2624 3.1791 1.1587
P 2.7022 2.4071 0.0245
C 1.1800 1.4957 0.5022
C 1.3216 -0.0285 0.4743
C 1.6186 -0.6450 -0.7377
C 1.7441 -2.0148 -0.8298
C 1.5289 -2.7421 0.3354
C 1.2109 -2.0477 1.4864
N 1.1205 -0.7226 1.5881
C 0.6990 1.9516 1.8949
O -0.6418 1.5707 1.9996
P -1.4224 1.9606 0.5500
C -2.1015 0.0948 0.3168
C -2.7473 -0.0919 -1.0206
F -3.1945 -1.4331 -1.0438
O 0.0563 1.7374 -0.3265
H 2.3710 3.2133 -1.0790
H 3.6099 1.4138 -0.3835
H 1.7497 -0.0330 -1.6217
H 1.9721 -2.5017 -1.7650
H 1.5831 -3.8204 0.3312
H 1.0165 -2.6136 2.3901
H 0.6664 3.0535 1.8430
H 1.3476 1.6997 2.7236
H -2.6400 2.1557 1.3079
H -2.0078 2.2226 -0.7475
H -1.1911 3.3946 0.6512
H -2.8507 -0.0727 1.0857
H -1.3176 -0.6466 0.4810
H -2.0516 0.0365 -1.8456
H -3.6300 0.5363 -1.1057
O -0.2255 -3.5839 -2.6364
V -1.8171 -4.0241 -2.7262
O -2.9216 -5.1013 -3.2753


4.
Here is the ion C9H15IN with charge +1 in a non-equilibrium geometry from OMol25. Energies are from ωB97M-V/def2-TZVPD.

## Properties
total charge: +1
total energy: -19156.4088 eV
HOMO-LUMO gap: 9.3203 eV
LUMO energy: -3.03 eV
HOMO energy: -0.45396 hartree
SMILES: CC(C)\C([NH3+])=C/C=C\C=C\I
2S+1: 1

Atoms and positions in Å:
C 0.8942 2.9185 0.6232
C -0.1077 2.3847 -0.1046
C 2.1889 2.2982 0.4860
C 0.1688 1.2631 -1.0174
C 2.2142 0.9658 0.6558
C 0.1801 0.0015 -0.6379
C -2.0328 -0.7366 -0.0704
C -0.1752 -1.7850 1.2331
C -0.6771 -0.4559 0.5811
N 0.8889 -1.0262 -1.4850
I 3.8153 -0.2271 -0.0299
H 0.6185 3.8542 1.2583
H -1.0348 2.7320 -0.1827
H 2.9933 2.8476 -0.1073
H 0.5813 1.7066 -1.9720
H 1.6710 0.5494 1.4718
H -2.5171 -1.2797 0.7817
H -1.7833 -1.3778 -0.9093
H -2.6034 0.0250 -0.3867
H -0.8203 -1.9131 2.0482
H 0.8917 -1.8687 1.5201
H -0.0990 -2.5780 0.4421
H -0.5477 0.3769 1.2764
H 0.8321 -0.6605 -2.4199
H 0.4181 -1.8843 -1.2851
H 1.8823 -1.0616 -1.0306